1.
20
Properties=species:S:1:pos:R:3:nbo_charge:R:1 method="wB97M-V/def2-TZVPD" lumo_ev=-3.7 homo_lumo_gap_ev=9.76 de_lowest_kj_mol=0.00 mol_weight_da=114.965 e_homo_ev=-13.42 charge=+1
B -1.978 -0.128 0.014 1.04
C 1.756 0.065 1.011 -0.23
C 1.702 -0.425 -1.065 -0.22
C 0.657 -0.458 0.055 -0.05
C -3.111 0.838 -0.133 -1.03
N -0.598 0.372 -0.042 -0.84
N 2.773 -0.092 -0.020 -0.52
O -2.029 -1.494 0.157 -0.89
H 1.631 1.127 1.174 0.22
H 2.202 -0.368 1.921 0.24
H 1.960 -1.369 -1.727 0.27
H 1.505 0.608 -1.568 0.24
H 0.391 -1.433 0.274 0.24
H -4.050 0.357 0.304 0.24
H -3.406 1.322 -1.120 0.28
H -2.878 1.642 0.518 0.25
H -0.386 1.310 -0.058 0.38
H 3.324 0.835 -0.151 0.45
H 3.440 -0.816 0.117 0.43
H -2.905 -1.894 0.338 0.51

=====

2.
85
Properties=species:S:1:pos:R:3:mulliken_spin:R:1 method="wB97M-V/def2-TZVPD" lumo_ev="2.3 / 2.3" homo_lumo_gap_ev="5.62 / 5.70" de_lowest_kj_mol=545.20 mol_weight_da=771.669 e_homo_ev="-3.34 / -3.43" s_squared=15.759 charge=-1 multiplicity=8
C 3.129 -2.551 -6.102 0.00
C 2.483 -1.786 -7.227 0.00
H 2.779 -3.600 -6.135 0.00
H 2.877 -2.097 -5.128 0.00
H 4.234 -2.547 -6.244 0.00
C 2.676 -2.165 -8.499 0.00
C 3.204 -3.490 -8.835 0.00
H 2.533 -1.498 -9.345 0.00
H 2.795 -4.272 -8.199 0.00
H 4.283 -3.488 -8.691 0.00
H 2.998 -3.725 -9.874 0.00
Eu -0.080 0.233 -1.967 6.95
Cl 2.177 -0.190 -3.587 0.00
C -0.281 3.663 -1.934 0.00
O -0.958 2.602 -1.812 0.01
N -0.741 4.708 -2.649 0.00
C -2.055 4.498 -3.262 0.00
C 0.153 5.728 -3.210 0.00
H 0.708 3.764 -1.465 0.00
H -2.665 3.928 -2.551 0.00
H -1.953 3.913 -4.190 0.00
H -2.523 5.460 -3.473 0.00
H 1.041 5.841 -2.578 0.00
H -0.353 6.700 -3.264 0.00
H 0.475 5.477 -4.234 0.00
H -2.613 2.124 2.466 0.00
H -1.355 1.547 4.099 0.00
C -2.573 1.104 2.067 0.00
C -0.711 0.805 3.619 0.00
N -1.221 0.617 2.284 0.00
H -2.868 1.082 1.024 0.00
C -0.443 0.076 1.342 0.00
O -0.775 0.081 0.133 0.01
H 0.322 1.154 3.570 0.00
H 0.370 -0.549 1.708 0.00
H -3.249 0.480 2.660 0.00
H -0.745 -0.138 4.173 0.00
H 0.505 -4.814 -0.774 0.00
H 0.573 -3.278 -3.228 0.00
C -0.440 -5.174 -1.171 0.00
C -0.343 -4.016 -3.345 0.00
N -0.976 -4.130 -2.052 0.00
H -1.126 -5.436 -0.345 0.00
C -1.375 -2.977 -1.424 0.00
O -1.522 -1.893 -2.014 0.00
H -1.006 -3.653 -4.120 0.00
H -1.495 -3.021 -0.324 0.00
H -0.226 -6.059 -1.780 0.00
H 0.129 -4.955 -3.611 0.00
O 0.857 -0.578 -5.924 0.00
C 1.862 -0.425 -6.930 0.00
C 0.541 -0.174 -9.155 0.00
C 1.431 0.321 -8.200 0.00
H 0.127 -1.192 -9.043 0.00
C 0.194 0.654 -10.226 0.00
H 2.708 0.135 -6.475 0.00
C 2.137 1.512 -8.406 0.00
H -0.508 0.281 -10.959 0.00
C 0.685 1.959 -10.282 0.00
C 1.779 2.296 -9.489 0.00
H 2.899 1.775 -7.667 0.00
H 0.299 2.679 -10.996 0.00
H 2.358 3.197 -9.644 0.00
Si -0.745 -0.020 -5.877 -0.01
Cl 2.116 -3.689 -2.718 0.00
C -1.829 -0.762 -7.173 0.00
C -0.741 1.820 -6.312 0.00
C -1.260 0.055 -4.173 0.03
H -1.760 -0.243 -8.141 0.00
H -2.868 -0.641 -6.854 0.00
H -1.688 -1.822 -7.395 0.00
H -1.117 -0.987 -3.721 -0.02
H -2.287 0.402 -3.957 0.00
H -0.498 0.899 -3.921 0.02
H -0.652 2.005 -7.380 0.00
H 0.104 2.316 -5.843 0.00
H -1.643 2.355 -5.997 0.00
C 3.508 0.842 0.725 0.00
S 2.055 1.812 0.363 0.00
O 1.095 1.523 1.443 0.00
O 2.293 3.231 0.217 0.00
O 1.705 1.180 -0.929 0.00
H 3.809 0.996 1.757 0.00
H 4.275 1.140 0.011 0.00
H 3.268 -0.209 0.559 0.00

=====

3.
9
Properties=species:S:1:pos:R:3:nbo_charge:R:1 method="wB97M-V/def2-TZVPD" lumo_ev="0.4 / 0.4" homo_lumo_gap_ev="8.40 / 8.39" de_lowest_kj_mol=313.94 mol_weight_da=80.518 e_homo_ev="-8.00 / -8.00"
C -0.367 0.149 0.268 0.00
N 0.407 0.783 -0.744 -0.77
N -1.037 -1.832 0.987 -0.75
Cl -1.241 -2.943 -0.284 0.05
H -0.159 -2.092 1.448 0.32
H 0.052 0.288 1.249 0.18
H -1.417 0.361 0.170 0.20
H 0.008 0.696 -1.669 0.38
H 1.396 0.591 -0.730 0.38